# 1
The following is a quantum chemistry calculation of one molecule with the formula C5H6FN3O5 at a distorted geometry, from OMol25.

Gap between HOMO and LUMO, eV: 9.404
Spin multiplicity: 1
E_LUMO, Eh: -0.00476
SMILES: CO/C=N\C(=O)NC(=O)/C(F)=[N+](/[O-])O
Relative energy (zero: lowest compared OMol25 entry of this formula, charge and spin), eV: 0.463

Cartesian coordinates (Å):
C 2.42458 0.36122 1.04030
O 1.32289 -0.50250 0.80479
C 0.62100 -0.22707 -0.25953
N -0.37674 -0.81842 -0.68941
C -0.88280 -2.04556 -0.21735
O -0.36449 -3.09272 -0.41361
N -2.12305 -1.95295 0.44087
C -3.16703 -1.10669 0.40982
O -4.25788 -1.53958 0.70802
C -3.07441 0.36308 0.17886
F -1.89393 1.04343 0.48090
N -4.00482 1.11968 -0.37057
O -3.89586 2.31015 -0.57300
O -5.14601 0.43747 -0.78971
H 2.06552 1.29500 1.71090
H 2.77654 0.77520 0.05472
H 3.18237 -0.31221 1.55902
H 1.01618 0.70532 -0.91490
H -2.40840 -2.79797 0.78899
H -5.66887 1.22829 -1.17173

# 2
The following is a quantum chemistry calculation of a 6-piece molecular cluster, C46H100BNO16S2 overall at a distorted geometry, from OMol25.

Gap between HOMO and LUMO, eV: 8.788
Spin multiplicity: 1
E_LUMO, Eh: 0.01338
SMILES: C#C[C@]1(CCCCCOC)C[C@](CCCCCCCOC)(CSCC)[C@@](CN)(B(O)CC)S(=O)(=O)O1.COCCOC.COCCOC.COCCOC.COCCOC.COCCOC

Cartesian coordinates (Å):
C 2.07020 -2.70304 5.10520
C 1.58961 -1.71049 4.40255
C 1.18745 -0.47908 3.40497
C 1.21227 0.83417 4.40178
C 2.65062 1.54859 4.52248
C 2.56436 2.95734 3.72951
C 3.77543 3.24985 2.70816
C 3.29568 4.54498 1.81937
O 4.24856 4.91723 0.78525
C 3.44960 5.74144 -0.15118
C -0.31381 -0.57198 2.86272
C -0.50926 -1.29997 1.39371
C -0.81724 -0.12002 0.35083
C 0.14542 1.15956 0.32662
C 1.08854 1.18157 -1.02476
C 2.45944 1.95177 -0.59388
C 3.74239 1.56227 -1.50382
C 5.17495 1.74434 -0.76960
C 5.75166 0.40942 -0.06571
O 5.31107 0.21384 1.30535
C 6.29821 0.65617 2.27090
C -2.00000 -1.99430 1.61662
S -2.88957 -2.40007 0.04476
C -4.04069 -1.02828 -0.48392
C -5.25562 -1.64693 -1.40141
C 0.65198 -2.34582 1.03054
C 0.52067 -3.71096 1.94535
N -0.41186 -4.72289 1.27801
B 0.74164 -2.92133 -0.48878
O -0.09815 -2.68662 -1.63014
C 1.96723 -4.00674 -0.77598
C 2.90758 -3.56427 -2.03105
S 2.35360 -1.56573 1.32817
O 3.36123 -2.53748 1.90828
O 2.97615 -1.09627 0.00509
O 2.23405 -0.29469 2.42234
H 2.66179 -3.50419 5.68138
H 0.94986 0.42434 5.46040
H 0.40146 1.60407 4.14559
H 2.77862 1.83127 5.64826
H 3.55750 0.89794 4.26393
H 2.57275 3.82139 4.51119
H 1.58179 3.10172 3.12881
H 4.04565 2.38175 2.00733
H 4.75073 3.58045 3.25691
H 2.25779 4.22725 1.38821
H 3.14783 5.45997 2.51524
H 4.06870 6.68688 -0.35233
H 3.18634 5.18830 -1.12233
H 2.45026 6.09396 0.31428
H -0.83827 0.46786 2.80099
H -0.92504 -1.14970 3.67288
H -0.95638 -0.45000 -0.75235
H -1.87566 0.28401 0.64526
H -0.54881 2.08870 0.16755
H 0.72765 1.39715 1.28262
H 1.26436 0.13554 -1.46149
H 0.58819 1.86274 -1.82294
H 2.36037 3.10206 -0.61059
H 2.71319 1.59088 0.48323
H 3.62874 0.48202 -1.91448
H 3.69690 2.25456 -2.44128
H 5.93637 2.13246 -1.56515
H 5.14784 2.56270 0.04670
H 6.91106 0.52047 -0.02485
H 5.46372 -0.51687 -0.70352
H 5.87725 0.35985 3.31874
H 6.44382 1.79611 2.30149
H 7.27552 0.06466 2.14114
H -1.99455 -2.81946 2.41277
H -2.61700 -1.12651 2.10260
H -3.42662 -0.30026 -1.14344
H -4.42347 -0.44663 0.42893
H -5.28812 -2.79450 -1.20142
H -5.01577 -1.45755 -2.51989
H -6.21718 -1.13285 -1.04503
H 0.00790 -3.42796 2.93722
H 1.51146 -4.26870 2.06819
H 0.10974 -5.59643 1.10954
H -1.17392 -4.90060 1.96921
H -0.27103 -3.56347 -2.07249
H 2.55914 -4.27784 0.16683
H 1.42064 -4.97858 -1.11393
H 3.97973 -3.42306 -1.61910
H 2.96221 -4.37104 -2.85291
H 2.52978 -2.54524 -2.41194
C 7.13429 4.80812 1.16207
O 8.22441 4.08477 0.59987
C 9.14855 4.93334 -0.07944
C 10.36550 5.24618 0.78949
O 10.00487 6.01357 1.93633
C 9.87731 5.21402 3.10548
H 6.64774 4.17055 1.90277
H 7.45994 5.72728 1.65691
H 6.41334 5.05119 0.37933
H 8.65496 5.85152 -0.41236
H 9.48429 4.39237 -0.97017
H 11.06453 5.85301 0.20561
H 10.88424 4.32710 1.08449
H 10.87129 4.98863 3.50661
H 9.34188 4.28136 2.91243
H 9.31898 5.78541 3.85004
C -11.04007 -5.10353 -1.15607
O -9.95024 -5.81645 -1.72633
C -9.03756 -4.95937 -2.41193
C -7.81650 -4.63793 -1.55179
O -8.17477 -3.87452 -0.40143
C -8.28697 -4.67629 0.76871
H -11.51552 -5.74604 -0.41229
H -10.71854 -4.18230 -0.66290
H -11.77056 -4.86514 -1.93468
H -9.54081 -4.04493 -2.73999
H -8.70444 -5.49659 -3.30559
H -7.12684 -4.02492 -2.14023
H -7.28804 -5.55303 -1.26166
H -7.28825 -4.89371 1.16207
H -8.81618 -5.61323 0.57937
H -8.84415 -4.10997 1.51803
C -4.00281 -0.22440 -5.69730
O -3.36295 -0.20066 -4.42760
C -2.42529 -1.26672 -4.26941
C -0.99432 -0.79537 -4.51678
O -0.80372 -0.39609 -5.87322
C -0.86997 1.01495 -6.03740
H -4.45727 0.75359 -5.86796
H -3.30019 -0.42625 -6.50991
H -4.79000 -0.98418 -5.69809
H -2.68408 -2.10629 -4.92177
H -2.50398 -1.61132 -3.23438
H -0.31479 -1.63253 -4.33115
H -0.72300 0.01540 -3.83111
H 0.07569 1.46658 -5.71887
H -1.69412 1.45886 -5.47381
H -1.02186 1.22815 -7.09769
C -12.44967 -5.03525 5.88209
O -13.10830 -4.87490 4.63198
C -12.26561 -4.28179 3.64426
C -11.67273 -5.33355 2.70826
O -10.78845 -6.21111 3.40259
C -11.40699 -7.44558 3.74455
H -13.02136 -5.74854 6.47906
H -11.43210 -5.41747 5.76666
H -12.42212 -4.07681 6.40858
H -11.47894 -3.68609 4.11693
H -12.89132 -3.60285 3.05621
H -11.08083 -4.82433 1.94162
H -12.46277 -5.89928 2.20151
H -11.44116 -8.09566 2.86379
H -12.41788 -7.30752 4.13529
H -10.80167 -7.92843 4.51460
C 3.91118 5.75782 -4.96401
O 4.54323 5.77763 -3.69031
C 5.46945 4.70250 -3.52541
C 6.90670 5.15974 -3.76761
O 7.10772 5.55506 -5.12346
C 7.05584 6.96646 -5.29016
H 3.46711 6.73983 -5.13912
H 4.61688 5.54786 -5.77191
H 3.11684 5.00562 -4.96845
H 5.20657 3.86471 -4.17825
H 5.37951 4.35919 -2.48952
H 7.57767 4.31629 -3.57772
H 7.18241 5.96910 -3.08201
H 8.00419 7.40953 -4.96774
H 6.23327 7.41912 -4.73134
H 6.91119 7.17936 -6.35146

# 3
The following is a quantum chemistry calculation of C32H66O10S as an isolated structure at a distorted geometry, from OMol25.

Gap between HOMO and LUMO, eV: 9.613
Spin multiplicity: 1
E_LUMO, Eh: 0.01571

Cartesian coordinates (Å):
C 1.07310 1.89769 1.68433
C 0.45337 0.69937 2.40031
C -0.56658 -0.01862 1.52452
C -0.86923 -1.42350 1.96767
C -1.73934 -1.57337 3.19278
O -1.53892 -2.95099 3.57516
S 0.06212 -3.07402 3.58639
O 0.57808 -2.40548 4.73342
O 0.46318 -4.43135 3.48040
O 0.27596 -2.27137 2.24572
O -0.03919 1.01835 3.69067
C -1.15114 1.88539 3.69560
C -1.37333 2.34838 5.10760
C -2.43625 1.89347 5.87560
C -2.58697 2.33354 7.18793
C -1.67851 3.23257 7.73841
C -0.61630 3.70399 6.97588
C -0.47727 3.26268 5.66369
H 0.31910 2.46333 1.14531
H 1.47121 2.54616 2.46132
H 1.89855 1.60396 1.05006
H 1.26138 -0.00595 2.57211
H -0.12735 -0.09210 0.53114
H -1.49519 0.53334 1.40759
H -1.38246 -1.95656 1.16613
H -1.36688 -0.98429 4.03230
H -2.77248 -1.28816 3.04283
H -0.98989 2.77000 3.07668
H -2.06770 1.39549 3.35278
H -3.14398 1.20017 5.44636
H -3.41300 1.98822 7.78728
H -1.80976 3.57839 8.75112
H 0.09244 4.41468 7.36575
H 0.34711 3.64354 5.07801
C -6.19865 -0.45997 0.04788
C -5.58807 -1.04745 1.30771
O -5.26746 -0.08655 2.30046
C -6.34784 0.68338 2.79927
C -7.44514 -0.13956 3.45133
H -5.53074 0.28170 -0.39177
H -6.37557 -1.24502 -0.68758
H -7.15318 0.02952 0.24572
H -4.64280 -1.53205 1.05731
H -6.23642 -1.82540 1.72539
H -6.75948 1.31948 2.00820
H -5.90787 1.35172 3.53981
H -7.92348 -0.81925 2.74529
H -8.21570 0.51852 3.85347
H -7.03895 -0.73904 4.26720
C 1.24534 3.81990 -3.95786
C 1.78230 4.05152 -2.55544
O 1.62769 2.94421 -1.68759
C 2.26985 1.74492 -2.08392
C 3.77623 1.86624 -2.22997
H 0.18892 3.55025 -3.92220
H 1.35480 4.72596 -4.55458
H 1.77641 3.01797 -4.47238
H 1.22829 4.86499 -2.08644
H 2.83127 4.36618 -2.59209
H 1.82179 1.35933 -3.00704
H 2.03873 1.02115 -1.30094
H 4.05987 2.57366 -3.00941
H 4.20911 0.89974 -2.48854
H 4.22443 2.20815 -1.29604
C 2.99153 -4.57126 1.54913
C 4.07948 -4.89599 0.54059
O 5.25153 -4.11087 0.67786
C 5.92062 -4.20555 1.92169
C 6.39480 -5.60708 2.26692
H 2.71760 -3.51694 1.48504
H 2.10400 -5.17392 1.36058
H 3.30808 -4.76863 2.57337
H 3.71452 -4.69160 -0.46660
H 4.32772 -5.96320 0.57259
H 5.29366 -3.80296 2.72509
H 6.78222 -3.54292 1.83628
H 5.56479 -6.30629 2.37313
H 6.94165 -5.59461 3.21025
H 7.05474 -5.98922 1.48656
C 6.74647 3.29618 -6.08464
C 7.29411 3.53597 -4.68750
O 7.13516 2.43828 -3.80918
C 7.76350 1.22941 -4.19478
C 9.27115 1.33495 -4.34841
H 5.68798 3.03526 -6.03954
H 6.85916 4.19577 -6.69042
H 7.26715 2.48536 -6.59551
H 6.74931 4.35824 -4.22273
H 8.34518 3.84267 -4.73311
H 7.30886 0.83746 -5.11191
H 7.52987 0.51847 -3.40226
H 9.55629 2.03027 -5.13893
H 9.69035 0.35952 -4.59647
H 9.72494 1.68281 -3.41955
C -5.29783 -2.69199 -5.44138
C -5.83081 -2.42723 -4.04355
O -6.27985 -1.10067 -3.83726
C -7.33655 -0.66034 -4.67054
C -8.60846 -1.48179 -4.54562
H -4.48108 -2.00747 -5.67358
H -4.92772 -3.71502 -5.51303
H -6.06666 -2.56371 -6.20428
H -5.03020 -2.57647 -3.31837
H -6.62092 -3.14359 -3.79073
H -7.00716 -0.61567 -5.71469
H -7.53707 0.36584 -4.36264
H -8.46052 -2.51788 -4.85229
H -9.39075 -1.05733 -5.17538
H -8.95842 -1.48741 -3.51228

# 4
The following is a quantum chemistry calculation of C39H41N7SSiSr as an isolated structure, from OMol25.

Gap between HOMO and LUMO, eV: 7.166
Spin multiplicity: 1
E_LUMO, Eh: 0.00895

Cartesian coordinates (Å):
Sr -0.08296 -0.06043 0.54213
C -1.00426 -3.84663 0.83743
C 0.45464 -4.12698 0.45322
C 0.81688 -3.63843 -0.92254
C 1.13531 -4.55142 -1.92437
C 1.44448 -4.09360 -3.19414
C 1.41896 -2.73047 -3.43110
C 1.08823 -1.88838 -2.38141
N 0.79749 -2.32162 -1.15370
N -1.27726 -2.53195 1.43412
C -2.68402 -2.17455 1.20868
C -2.99233 -1.93369 -0.24776
C -4.05729 -2.55183 -0.88779
C -4.29918 -2.25316 -2.22134
C -3.46852 -1.35464 -2.86846
C -2.42194 -0.78897 -2.15353
N -2.19278 -1.07456 -0.87606
C -1.01402 -2.51306 2.87098
C 0.43890 -2.47911 3.27576
C 0.81803 -3.02252 4.49721
C 2.13316 -2.89527 4.91007
C 3.03135 -2.24584 4.07992
C 2.56619 -1.74548 2.87560
N 1.29930 -1.84653 2.47998
H -1.35137 -4.63235 1.52703
H -1.61037 -3.93628 -0.06618
H 0.60869 -5.20681 0.48763
H 1.13059 -3.68025 1.17646
H 1.13929 -5.61020 -1.70133
H 1.69839 -4.79051 -3.98255
H 1.64786 -2.31693 -4.40317
H 1.04560 -0.81468 -2.52540
H -2.88783 -1.24902 1.75646
H -3.36522 -2.94260 1.60810
H -4.68166 -3.25233 -0.34873
H -5.12357 -2.71925 -2.74524
H -3.61883 -1.09017 -3.90567
H -1.73709 -0.07869 -2.60770
H -1.50505 -3.36557 3.36694
H -1.45298 -1.59736 3.27834
H 0.08571 -3.52583 5.11496
H 2.45133 -3.29917 5.86213
H 4.06949 -2.12210 4.35403
H 3.23951 -1.23456 2.19750
C 5.48354 1.35088 -1.11586
C 5.21293 2.36749 -0.20849
C 4.13151 2.27403 0.65056
C 3.31125 1.15028 0.59570
C 3.56988 0.13787 -0.32295
C 4.66179 0.23473 -1.17067
N 2.17023 0.98460 1.41830
N 2.21416 1.60156 2.49911
C 1.10977 1.47982 3.37405
C 1.39147 2.03855 4.62914
C 0.44229 1.99704 5.63205
C -0.78864 1.41935 5.34920
C -1.04261 0.89293 4.08585
C -0.12165 0.87699 3.02785
H 6.32860 1.43595 -1.78649
H 5.84677 3.24435 -0.17864
H 3.90088 3.05949 1.35585
H 2.91136 -0.72297 -0.36343
H 4.86492 -0.55643 -1.88126
H 2.36158 2.49221 4.79361
H 0.64888 2.41583 6.60864
H -1.55748 1.38715 6.11421
H -2.04095 0.47771 3.93106
C -1.59332 2.45391 -4.92702
Si -1.23522 3.86668 -3.73285
C 0.54915 4.44003 -3.85530
C -2.33572 5.31404 -4.24181
C -1.72101 3.39551 -1.97015
C -2.76657 4.03048 -1.31868
C -3.14588 3.66417 -0.02850
C -2.45405 2.63493 0.56989
N -1.44286 1.99822 -0.02116
C -1.04411 2.37526 -1.25033
S 0.35231 1.57645 -1.90607
H -1.47339 2.78688 -5.96133
H -2.62208 2.10281 -4.80851
H -0.92086 1.61819 -4.74893
H 0.72878 4.91322 -4.82365
H 1.23904 3.60521 -3.73841
H 0.77415 5.17331 -3.07799
H -2.08918 5.61558 -5.26227
H -2.18972 6.18673 -3.60171
H -3.39629 5.05467 -4.22355
H -3.31059 4.82320 -1.82105
H -3.95213 4.16366 0.48994
H -2.69180 2.30122 1.57553

# 5
The following is a quantum chemistry calculation of C10H10BeBrCl as an isolated structure at a distorted geometry, from OMol25.

Net charge: -2
Gap between HOMO and LUMO, eV: 5.497
Spin multiplicity: 1
E_LUMO, Eh: 0.20243
Relative energy (zero: lowest compared OMol25 entry of this formula, charge and spin), eV: 0.245

Cartesian coordinates (Å):
C -1.72977 3.03389 1.55688
C -1.66247 2.28881 0.35744
C -0.33369 2.36769 -0.12191
H -2.47731 1.76198 -0.11046
C 0.42147 3.12722 0.79901
C -0.44888 3.54535 1.82957
H -0.16649 4.10009 2.70856
H -2.59316 3.12836 2.19323
H 0.05093 1.87490 -0.99759
H 1.47592 3.33793 0.73402
Be -0.30089 1.18830 1.87163
Cl -0.84463 0.93975 4.01891
C 0.80647 -3.70705 -0.50633
C 1.85162 -3.06047 -1.19554
C 1.31773 -2.50724 -2.37660
H 2.88587 -2.99937 -0.87379
C -0.05750 -2.81190 -2.41725
C -0.37344 -3.55363 -1.26148
H -1.35325 -3.93855 -0.99884
H 0.89437 -4.23052 0.43986
H 1.86894 -1.94551 -3.12346
H -0.75112 -2.52608 -3.20092
Br 1.51926 0.58604 0.67507

# 6
The following is a quantum chemistry calculation of a 2-piece molecular cluster, C5H12O2 overall at a distorted geometry, from OMol25.

Gap between HOMO and LUMO, eV: 10.415
Spin multiplicity: 1
E_LUMO, Eh: 0.02511
SMILES: CC(C)CC=O.O
Relative energy (zero: lowest compared OMol25 entry of this formula, charge and spin), eV: 1.994

Cartesian coordinates (Å):
C 0.48038 -1.45929 -0.99994
C 0.20308 -0.13647 -0.24055
C 0.67379 0.99450 -1.19817
C -1.28546 -0.11923 -0.03953
C -1.87360 1.12970 0.58631
O -2.70429 1.33489 1.42843
H 1.53235 -1.50729 -1.24619
H -0.14958 -1.46937 -1.86975
H 0.39628 -2.29681 -0.30700
H 1.04648 -0.02579 0.46063
H -0.15827 1.49031 -1.75275
H 1.10390 1.88556 -0.75110
H 1.31518 0.60546 -1.98107
H -1.72938 -1.01776 0.44330
H -1.93227 -0.22783 -0.93272
H -1.42935 2.03881 0.10047
O 1.88772 -0.51405 2.77884
H 1.11881 -1.06354 2.73337
H 1.50422 0.35819 2.78745

Question: Number 6 is which compound?
Answer: C5H12O2

Repeat the first record exactly.
The following is a quantum chemistry calculation of one molecule with the formula C5H6FN3O5 at a distorted geometry, from OMol25.

Gap between HOMO and LUMO, eV: 9.404
Spin multiplicity: 1
E_LUMO, Eh: -0.00476
SMILES: CO/C=N\C(=O)NC(=O)/C(F)=[N+](/[O-])O
Relative energy (zero: lowest compared OMol25 entry of this formula, charge and spin), eV: 0.463

Cartesian coordinates (Å):
C 2.42458 0.36122 1.04030
O 1.32289 -0.50250 0.80479
C 0.62100 -0.22707 -0.25953
N -0.37674 -0.81842 -0.68941
C -0.88280 -2.04556 -0.21735
O -0.36449 -3.09272 -0.41361
N -2.12305 -1.95295 0.44087
C -3.16703 -1.10669 0.40982
O -4.25788 -1.53958 0.70802
C -3.07441 0.36308 0.17886
F -1.89393 1.04343 0.48090
N -4.00482 1.11968 -0.37057
O -3.89586 2.31015 -0.57300
O -5.14601 0.43747 -0.78971
H 2.06552 1.29500 1.71090
H 2.77654 0.77520 0.05472
H 3.18237 -0.31221 1.55902
H 1.01618 0.70532 -0.91490
H -2.40840 -2.79797 0.78899
H -5.66887 1.22829 -1.17173